(1)
94
Properties=species:S:1:pos:R:3 method="wB97M-V/def2-TZVPD" spin_multiplicity=3 homo_energy_ev="-0.68 / -2.60" de_lowest_kcal_mol=36.24 orbital_gap_ev="4.7 / 6.6" charge=-2
Ti 0.2955 -0.4248 -0.5591
C -4.9766 2.4556 2.9520
C -4.1156 1.6003 2.0580
C -4.4925 0.3305 1.6821
C -3.6716 -0.5114 0.9123
C -4.2669 -1.8337 0.5158
O -5.4751 -1.9770 0.5093
C -3.4064 -3.0223 0.1629
C -2.2839 -3.3515 0.9111
C -1.5444 -4.4828 0.6032
C -1.9341 -5.2917 -0.4569
C -3.0664 -4.9754 -1.1992
C -3.8070 -3.8440 -0.8811
C -2.4192 -0.0407 0.5079
O -1.5652 -0.7689 -0.1914
C -2.0537 1.2989 0.8161
C -2.8833 2.0781 1.5808
C -0.7691 1.7518 0.2079
N 0.4150 1.1859 0.6281
C 0.6094 0.9002 2.0714
C -0.0864 -0.3469 2.6665
Te 0.8032 -1.0632 4.4728
C -0.6184 0.1349 5.5427
C -1.9896 -0.1210 5.4498
C -2.9162 0.6483 6.1442
C -2.4868 1.6892 6.9614
C -1.1278 1.9506 7.0747
C -0.2054 1.1799 6.3698
C -0.7771 2.5917 -0.9681
C -1.9662 3.1150 -1.5083
C -1.9366 3.9587 -2.6065
C -0.7283 4.3037 -3.2058
C 0.4553 3.7825 -2.6870
C 0.4402 2.9436 -1.5903
H -5.9798 2.0361 3.0442
H -5.0677 3.4726 2.5627
H -4.5514 2.5276 3.9572
H -5.4538 -0.0670 1.9901
H -1.9871 -2.7266 1.7441
H -0.6555 -4.7094 1.1770
H -1.3507 -6.1702 -0.7062
H -3.3675 -5.6032 -2.0293
H -4.6954 -3.5822 -1.4427
H -2.5730 3.0937 1.8130
H 0.2804 1.7686 2.6487
H 1.6825 0.8054 2.2177
H -0.0483 -1.2038 1.9966
H -1.1260 -0.1421 2.9132
H -2.3384 -0.9317 4.8186
H -3.9743 0.4311 6.0510
H -3.2070 2.2924 7.5017
H -0.7826 2.7629 7.7043
H 0.8526 1.4014 6.4542
H -2.9168 2.8412 -1.0677
H -2.8679 4.3472 -3.0033
H -0.7104 4.9543 -4.0722
H 1.4054 4.0320 -3.1469
H 1.3625 2.5293 -1.2036
O 5.1759 -1.2403 2.2843
C 4.1381 -1.1685 1.6143
C 3.9817 -0.2311 0.3688
O 4.7750 0.6067 0.0193
C 2.6671 -0.5733 -0.2348
C 2.1026 -1.5726 0.5234
O 0.9278 -2.0929 0.1205
C 2.8774 -1.8373 1.7785
O 2.4201 -2.4268 2.7988
O 2.0417 -0.0996 -1.3481
C -0.6279 -2.0342 -2.9835
C -0.3912 -0.5828 -2.5566
O -0.7076 0.3195 -3.3030
H -1.5863 -2.3493 -2.5586
H 0.1392 -2.7021 -2.5873
H -0.6680 -2.0927 -4.0725
C 3.3550 -1.5519 -5.4740
P 2.8034 -1.1079 -3.7432
C 3.7148 -2.4594 -2.8936
C 3.9403 0.3253 -3.5885
C 3.4123 1.5687 -3.9494
C 4.2024 2.7089 -3.9344
C 5.5346 2.6268 -3.5397
C 6.0610 1.4019 -3.1603
C 5.2685 0.2595 -3.1877
H 3.0080 -0.7787 -6.1634
H 2.9012 -2.5017 -5.7751
H 4.4431 -1.6299 -5.5557
H 4.7084 -2.6232 -3.3187
H 3.1292 -3.3734 -3.0130
H 3.8070 -2.2636 -1.8232
H 2.3608 1.6366 -4.2148
H 3.7768 3.6660 -4.2134
H 6.1496 3.5184 -3.5067
H 7.0867 1.3334 -2.8190
H 5.6931 -0.6817 -2.8593

=====

(2)
86
Properties=species:S:1:pos:R:3 method="wB97M-V/def2-TZVPD" spin_multiplicity=2 homo_energy_ev="-16.75 / -16.68" de_lowest_kcal_mol=0.00 orbital_gap_ev="6.5 / 6.9" charge=+3
V 0.4751 -0.0601 -0.3924
C 2.2756 -0.4651 2.5846
C 3.4413 -0.2269 1.6205
P 2.8711 -0.2917 -0.1088
C 4.1610 0.1080 -1.2709
C 4.4653 1.4529 -1.4926
C 5.5128 1.7847 -2.3344
C 6.2448 0.7815 -2.9579
C 5.9391 -0.5570 -2.7412
C 4.8988 -0.9010 -1.8946
C 2.1642 -1.8998 -0.5267
C 1.4197 -1.8521 -1.7243
C 0.7642 -2.9805 -2.2151
C 0.8373 -4.1606 -1.4940
C 1.5406 -4.2107 -0.2891
C 2.1866 -3.0897 0.2084
P 0.6608 0.2448 2.0461
C 0.5552 1.9673 2.5270
C -0.6698 2.6244 2.3682
C -0.7831 3.9597 2.7069
C 0.3261 4.6524 3.1882
C 1.5434 4.0059 3.3335
C 1.6633 2.6615 3.0027
C -0.5520 -0.7104 2.9657
C -1.1721 -0.2000 4.1047
C -2.0601 -0.9952 4.8166
C -2.3249 -2.2929 4.4006
C -1.6975 -2.8095 3.2714
C -0.8138 -2.0213 2.5551
H 2.4918 -0.0783 3.5836
H 2.0803 -1.5304 2.7106
H 4.2586 -0.9340 1.7793
H 3.8779 0.7680 1.7395
H 3.8979 2.2378 -1.0051
H 5.7612 2.8229 -2.5074
H 7.0621 1.0446 -3.6159
H 6.5174 -1.3313 -3.2263
H 4.6703 -1.9453 -1.7191
H 1.4604 -0.9605 -2.3694
H 0.2234 -2.9292 -3.1508
H 0.3491 -5.0530 -1.8629
H 1.5919 -5.1430 0.2584
H 2.7385 -3.1521 1.1377
H -1.5407 2.0866 2.0033
H -1.7353 4.4640 2.6094
H 0.2328 5.6951 3.4610
H 2.4015 4.5391 3.7200
H 2.6207 2.1759 3.1455
H -0.9712 0.8098 4.4401
H -2.5386 -0.6011 5.7031
H -3.0163 -2.9081 4.9608
H -1.9014 -3.8234 2.9538
H -0.3351 -2.4293 1.6701
C -5.9337 0.0221 0.8621
C -5.7545 -0.0531 -0.5150
C -4.4855 -0.2189 -1.0394
C -3.3833 -0.3077 -0.1759
C -3.5687 -0.2376 1.2067
C -4.8438 -0.0694 1.7188
P -1.7530 -0.4518 -0.8834
C -1.9084 -0.9774 -2.5938
C -1.2418 -0.3304 -3.6354
C -1.2824 -0.8646 -4.9154
C -1.9799 -2.0412 -5.1578
C -2.6444 -2.6866 -4.1200
C -2.6065 -2.1634 -2.8378
C -1.0398 1.3279 -0.9821
C -1.9855 2.3414 -1.2435
C -1.5649 3.6487 -1.3423
C -0.2109 4.0105 -1.1921
C 0.7371 3.0492 -0.9399
C 0.3087 1.7250 -0.8434
H -6.9287 0.1452 1.2687
H -6.6059 0.0134 -1.1786
H -4.3539 -0.2836 -2.1119
H -2.7283 -0.3246 1.8802
H -4.9887 -0.0210 2.7897
H -0.7140 0.6024 -3.4726
H -0.7833 -0.3503 -5.7257
H -2.0182 -2.4495 -6.1588
H -3.2000 -3.5943 -4.3144
H -3.1339 -2.6724 -2.0386
H -3.0314 2.0930 -1.3669
H -2.2956 4.4229 -1.5394
H 0.0732 5.0517 -1.2723
H 1.7796 3.3011 -0.8069

=====

(3)
100
Properties=species:S:1:pos:R:3 method="wB97M-V/def2-TZVPD" spin_multiplicity=2 homo_energy_ev="-0.58 / -0.64" orbital_gap_ev="4.0 / 4.1" charge=-2
V -0.2207 -1.0857 -1.2025
C -0.7154 -1.8630 -4.2720
C 0.1555 -2.1072 -3.0590
N 0.9785 -1.0975 -2.6329
N 2.3478 -1.0378 -2.6372
C 2.7753 -0.3975 -1.6063
S 1.7269 0.1305 -0.3221
S 4.5295 -0.0880 -1.5075
C 5.0172 -1.5928 -0.5925
C 5.4984 -2.6992 -1.4848
C 4.5944 -3.5718 -2.0893
C 5.0449 -4.5731 -2.9368
C 6.4023 -4.7182 -3.1942
C 7.3099 -3.8535 -2.5984
C 6.8566 -2.8518 -1.7508
C 0.6251 -3.4864 -2.7832
C 0.9054 -4.4644 -3.7244
C 1.4467 -5.6922 -3.3434
C 1.7241 -5.9241 -1.9992
C 1.4436 -4.9645 -1.0366
C 0.8512 -3.7458 -1.4083
O 0.5132 -2.8298 -0.5422
H -0.1118 -1.6501 -5.1640
H -1.3855 -1.0159 -4.1190
H -1.3317 -2.7412 -4.4773
H 4.1419 -1.8902 -0.0150
H 5.8035 -1.2959 0.1042
H 3.5322 -3.4593 -1.9094
H 4.3195 -5.2351 -3.3932
H 6.7515 -5.5018 -3.8567
H 8.3713 -3.9574 -2.7940
H 7.5660 -2.1728 -1.2890
H 0.7159 -4.2593 -4.7736
H 1.6621 -6.4509 -4.0875
H 2.1672 -6.8673 -1.6953
H 1.6431 -5.1454 0.0134
C -5.8203 2.7199 -0.6078
C -4.9432 2.3238 0.4174
N -4.1487 1.3423 0.0206
N -4.4916 1.0729 -1.2486
C -5.4864 1.8897 -1.6562
B -3.6970 0.1218 -2.1842
N -2.3807 0.7995 -2.6218
C -2.3719 1.7809 -3.5388
C -1.1299 2.3805 -3.5386
C -0.4178 1.6769 -2.5645
N -1.1774 0.7402 -2.0078
N -3.4538 -1.2622 -1.5644
C -4.4657 -2.0855 -1.2299
C -3.9475 -3.3005 -0.8546
C -2.5628 -3.1288 -0.9810
N -2.2723 -1.9125 -1.4214
H -6.5805 3.4826 -0.5846
H -4.8569 2.7068 1.4232
H -5.8838 1.8108 -2.6548
H -4.3898 0.0207 -3.1772
H -3.2573 1.9836 -4.1180
H -0.7814 3.1837 -4.1643
H 0.6118 1.7632 -2.2564
H -5.4831 -1.7324 -1.2818
H -4.4722 -4.1599 -0.4774
H -1.7635 -3.8112 -0.7463
F -5.1432 -3.9662 3.2156
C -4.0659 -3.2548 2.7251
C -2.8372 -3.8738 2.6186
C -1.7589 -3.1504 2.1315
C -1.8724 -1.7968 1.7276
C -0.7496 -1.0762 1.2255
C -3.1530 -1.2197 1.8729
C -4.2333 -1.9331 2.3615
H -2.7308 -4.9122 2.9118
H -0.7927 -3.6345 2.0376
H 0.2283 -1.5266 1.2566
H -0.8916 -0.0195 1.0252
H -3.2950 -0.1968 1.5499
H -5.2112 -1.4718 2.4470
N 0.9821 5.2774 5.1119
C 1.4107 6.4786 5.6280
C 1.7319 6.8933 6.9149
C 2.1390 8.2071 7.0645
C 2.2232 9.0748 5.9662
C 1.9021 8.6524 4.6894
C 1.4887 7.3328 4.5185
N 1.1150 6.6615 3.3688
C 0.8221 5.4488 3.7576
C 0.3655 4.3569 2.8864
C 0.1847 4.5860 1.5272
C -0.2458 3.5314 0.7348
N -0.5010 2.3180 1.2075
C -0.3288 2.0997 2.5038
C 0.1058 3.0839 3.3807
H 0.8055 4.4299 5.6190
H 1.6688 6.2234 7.7630
H 2.3998 8.5725 8.0497
H 2.5479 10.0953 6.1257
H 1.9665 9.3174 3.8383
H 0.3822 5.5628 1.1094
H -0.3929 3.6646 -0.3321
H -0.5337 1.0857 2.8347
H 0.2352 2.8273 4.4252

=====

What did we get for E? Answer: -103814.1537 -99773.2174 -115456.0104 eV, in the order shown.
What did we get for molecular weight? Answer: 915.23 710.65 882.76 g/mol, in the order shown.